Entry from the OMol25 dataset: a 14-piece molecular cluster, C34H76O34 overall at a distorted geometry (ωB97M-V/def2-TZVPD).

Geometry as ORCA input:
```
! RIJCOSX wB97M-V def2-TZVPD def2/J DEFGRID3
* xyz 0 1
C -1.0475 -5.5187 -0.8990
O -2.0204 -6.5010 -0.6879
C -2.1576 -7.1296 0.5037
O -1.3834 -6.9551 1.4564
O -3.1302 -8.0074 0.3252
C -3.4963 -8.8754 1.4104
H -1.2947 -4.5487 -0.4678
H -0.8327 -5.3448 -1.9534
H -0.1049 -5.8413 -0.4567
H -4.4142 -9.4582 1.3336
H -3.6187 -8.4025 2.3848
H -2.6331 -9.5403 1.4418
C -2.5894 -2.0270 1.0163
O -2.7651 -1.8520 2.4221
C -1.7420 -1.4557 3.2768
O -0.5705 -1.2466 2.8848
O -2.2398 -1.2471 4.5140
C -1.4513 -0.6837 5.5286
H -3.5088 -2.4045 0.5688
H -1.7948 -2.7349 0.7803
H -2.3297 -1.1439 0.4326
H -0.5755 -1.3053 5.7149
H -2.0764 -0.5635 6.4134
H -1.1287 0.3073 5.2094
C -4.9164 0.3946 5.4762
O -4.2267 0.9705 4.3196
C -4.9400 1.1623 3.1560
O -6.1165 0.9365 2.9623
O -4.0953 1.6819 2.2556
C -4.6466 2.4536 1.1662
H -5.7579 1.0403 5.7275
H -4.3432 0.3047 6.3990
H -5.2184 -0.6190 5.2129
H -3.8715 2.6708 0.4312
H -5.1671 3.3956 1.3391
H -5.2960 1.7888 0.5966
C 3.0831 7.3094 -0.6901
O 2.0242 6.5242 -1.2032
C 0.7803 6.6015 -0.6824
O 0.4491 7.4384 0.1332
O 0.0203 5.7292 -1.2931
C -1.3361 5.7041 -0.9082
H 3.9033 7.3166 -1.4079
H 3.3731 7.0391 0.3253
H 2.7673 8.3526 -0.6841
H -1.9180 6.6210 -0.8135
H -1.4830 5.1129 -0.0044
H -1.7650 5.1068 -1.7128
C 0.7665 -4.2406 2.6120
O 1.9745 -3.5472 2.1936
C 2.8746 -3.1577 3.0764
O 2.7257 -3.2939 4.3122
O 3.9862 -2.6260 2.4723
C 4.1135 -2.6180 1.0330
H 0.0024 -3.9266 1.9010
H 0.3554 -4.0975 3.6113
H 0.8048 -5.3232 2.4910
H 4.7827 -1.8079 0.7431
H 3.1891 -2.3829 0.5054
H 4.5415 -3.4891 0.5368
C 1.7355 4.8517 2.3357
O 2.0693 3.5165 2.5239
C 2.3699 2.7807 1.4934
O 2.4855 3.1552 0.2982
O 2.5009 1.5032 1.9940
C 2.6188 0.4899 1.1124
H 1.3845 5.2643 3.2816
H 0.9568 4.9561 1.5803
H 2.6190 5.3455 1.9312
H 1.9805 0.5438 0.2306
H 2.4793 -0.4936 1.5612
H 3.6457 0.4523 0.7489
C -3.2226 5.5932 3.9472
O -2.6068 4.3561 4.2721
C -1.9285 3.7081 3.3126
O -1.8338 4.0349 2.1279
O -1.2180 2.6704 3.9153
C -0.5794 1.7254 3.0705
H -4.0661 5.7277 4.6243
H -3.4837 5.6869 2.8931
H -2.5381 6.3954 4.2230
H -1.3431 0.9995 2.7911
H 0.1503 1.0900 3.5724
H -0.1464 2.2187 2.2003
C 5.5733 3.8796 -5.9182
O 4.7117 3.1769 -5.0146
C 3.8378 3.8719 -4.3253
O 3.8406 5.0751 -4.0892
O 2.8029 3.0629 -3.9383
C 1.9001 3.4987 -2.9173
H 6.1913 4.5594 -5.3317
H 5.1143 4.5318 -6.6611
H 6.3140 3.2454 -6.4054
H 1.0857 2.7748 -2.8882
H 1.4667 4.4956 -2.9982
H 2.4245 3.4546 -1.9628
C 1.8507 -7.6289 0.5703
O 2.1999 -6.3493 0.2728
C 2.7085 -6.0469 -0.9293
O 2.9743 -6.8420 -1.8210
O 2.8893 -4.7041 -1.0016
C 3.5169 -4.0666 -2.1748
H 1.2668 -8.1043 -0.2179
H 1.1287 -7.5537 1.3834
H 2.7725 -8.1447 0.8394
H 3.2917 -4.5396 -3.1307
H 4.5955 -4.0358 -2.0206
H 2.9994 -3.1100 -2.1026
C 0.5323 -2.3612 -1.1821
O -0.0319 -1.2235 -0.4500
C -0.1021 -0.0473 -0.9854
O 0.2628 0.1812 -2.1453
O -0.6526 0.7841 -0.1434
C -0.8990 2.1273 -0.5402
H 1.5974 -2.5226 -1.0163
H 0.4270 -2.2242 -2.2584
H 0.0491 -3.2933 -0.8891
H 0.0723 2.5868 -0.7234
H -1.3485 2.6998 0.2711
H -1.3675 2.3131 -1.5067
C 3.6800 -0.1622 -2.6853
O 4.6548 -0.8727 -1.9697
H 4.2124 0.0519 -3.6120
H 2.8099 -0.7940 -2.8640
H 3.4134 0.7733 -2.1935
H 5.5309 -0.5716 -2.2215
C -0.6528 -2.4447 -4.5226
O -0.9677 -3.6357 -3.7840
H -0.9541 -1.5111 -4.0474
H 0.4250 -2.3366 -4.6439
H -1.1071 -2.4718 -5.5131
H -1.9145 -3.7943 -3.7903
C -1.2421 2.2102 -4.7465
O -1.5917 3.5628 -4.5644
H -2.0202 1.5607 -4.3455
H -1.1705 1.9870 -5.8110
H -0.2347 1.9980 -4.3884
H -0.9642 4.1338 -5.0136
C -3.7865 -0.1813 -2.3530
O -4.8890 0.3375 -1.6227
H -2.8831 0.4121 -2.2119
H -3.5561 -1.2009 -2.0443
H -4.0880 -0.2868 -3.3951
H -5.2445 1.0982 -2.0880
*
```


Entry from the OMol25 dataset: a 8-piece molecular cluster, C34H78BN2O17 overall at a distorted geometry (ωB97M-V/def2-TZVPD).

Geometry as ORCA input:
```
! RIJCOSX wB97M-V def2-TZVPD def2/J DEFGRID3
* xyz 1 1
N 4.8162 3.3112 1.3009
B 4.8556 2.0258 2.0230
O 4.6114 2.0562 3.4271
O 5.1593 0.7527 1.4419
C 4.2710 0.3838 0.4466
O 3.6029 -0.6099 0.5275
C 4.1649 1.2364 -0.8761
C 2.9433 1.8809 -1.4083
C 3.0564 2.6610 -2.6457
N 4.2623 2.7904 -3.2864
C 5.4503 2.2258 -2.8505
C 5.4565 1.4039 -1.6120
H 5.7123 3.8106 1.3677
H 4.0795 3.9093 1.6958
H 5.4604 2.1046 3.9102
H 1.9650 1.8029 -0.8694
H 2.1429 3.1566 -3.0668
H 4.3136 3.3655 -4.1292
H 6.4214 2.3795 -3.3828
H 6.3783 0.9147 -1.2146
C 11.9243 1.3552 -1.0224
O 11.8574 1.9189 -2.3255
C 10.9934 1.1950 -3.1900
C 9.6394 1.8775 -3.3232
O 8.9240 1.8617 -2.0870
C 9.0079 3.1012 -1.3947
H 12.3744 2.0933 -0.3581
H 10.9360 1.0968 -0.6348
H 12.5581 0.4637 -1.0363
H 10.8787 0.1603 -2.8527
H 11.4693 1.1746 -4.1750
H 9.0351 1.3241 -4.0497
H 9.7527 2.9009 -3.6938
H 8.3419 3.8351 -1.8616
H 10.0276 3.4909 -1.3784
H 8.6833 2.9379 -0.3660
C -2.7980 1.0665 2.7923
O -2.5213 0.1619 1.7324
C -2.1270 0.8309 0.5396
C -0.6171 0.7955 0.3566
O 0.0403 1.5550 1.3707
C 0.5835 0.7535 2.3973
H -2.8268 0.4981 3.7226
H -2.0328 1.8405 2.8825
H -3.7761 1.5332 2.6362
H -2.5003 1.8594 0.5257
H -2.5907 0.2967 -0.2959
H -0.3652 1.2597 -0.6033
H -0.2484 -0.2349 0.3348
H 1.5089 0.2837 2.0473
H -0.1090 -0.0214 2.7333
H 0.8214 1.3939 3.2476
C -0.2399 -2.1609 -2.2942
O -0.2483 -1.0132 -3.1338
C 0.2683 -1.2855 -4.4319
C -0.8479 -1.4758 -5.4498
O -1.6077 -2.6431 -5.1697
C -2.8339 -2.3522 -4.5121
H -0.8807 -1.9571 -1.4353
H -0.6185 -3.0484 -2.8049
H 0.7777 -2.3487 -1.9363
H 0.9326 -2.1552 -4.4136
H 0.8642 -0.4152 -4.7285
H -0.4031 -1.6132 -6.4404
H -1.4920 -0.5919 -5.4930
H -3.5569 -1.9571 -5.2318
H -2.7006 -1.6375 -3.6962
H -3.2246 -3.2817 -4.0975
C -4.8722 5.7314 -0.5682
O -5.8701 5.3374 -1.4966
C -5.3510 4.5300 -2.5460
C -5.6353 3.0533 -2.3092
O -4.9331 2.5664 -1.1710
C -5.7646 2.4760 -0.0194
H -5.3716 6.1049 0.3263
H -4.2255 4.8984 -0.2820
H -4.2665 6.5380 -0.9945
H -4.2784 4.7049 -2.6799
H -5.8574 4.8378 -3.4663
H -5.2798 2.4821 -3.1728
H -6.7099 2.8736 -2.2102
H -6.4115 1.5976 -0.0997
H -6.3754 3.3718 0.1157
H -5.1237 2.3605 0.8559
C -7.3333 -2.7994 3.2365
O -7.0887 -3.5862 2.0804
C -7.7588 -3.0864 0.9289
C -6.8151 -2.2974 0.0326
O -6.3690 -1.1053 0.6703
C -5.0616 -1.2388 1.2127
H -6.5957 -3.0714 3.9924
H -7.2426 -1.7301 3.0324
H -8.3325 -3.0157 3.6278
H -8.6262 -2.4825 1.2128
H -8.1241 -3.9539 0.3698
H -7.3560 -1.9943 -0.8694
H -5.9657 -2.9138 -0.2788
H -4.3216 -1.1849 0.4095
H -4.9402 -2.1760 1.7617
H -4.8919 -0.4125 1.9000
C -10.2931 -5.7059 -2.3689
O -8.9560 -5.3477 -2.6874
C -8.0000 -6.1731 -2.0320
C -7.4517 -7.2433 -2.9657
O -8.4607 -8.1756 -3.3336
C -8.9926 -7.9217 -4.6258
H -10.9527 -5.2275 -3.0936
H -10.4513 -6.7855 -2.4160
H -10.5469 -5.3404 -1.3686
H -8.4247 -6.6218 -1.1286
H -7.1735 -5.5229 -1.7259
H -6.6734 -7.8055 -2.4403
H -6.9961 -6.7915 -3.8525
H -8.2874 -8.2605 -5.3912
H -9.2148 -6.8623 -4.7752
H -9.9190 -8.4874 -4.7280
C 5.7638 1.3254 6.5522
O 6.8027 2.2857 6.6757
C 6.7552 2.9836 7.9175
C 7.7688 2.4310 8.9094
O 7.4449 1.0998 9.2923
C 8.2231 0.1299 8.6061
H 6.0153 0.6594 5.7243
H 5.6484 0.7238 7.4559
H 4.8197 1.8304 6.3229
H 5.7455 2.9630 8.3387
H 7.0085 4.0273 7.7073
H 7.7422 3.0406 9.8176
H 8.7831 2.4837 8.5018
H 9.2304 0.0927 9.0317
H 8.2851 0.3390 7.5352
H 7.7492 -0.8426 8.7420
*
```


Entry from the OMol25 dataset: C34H80F6NO34S2Tl as an isolated structure at a distorted geometry (ωB97M-V/def2-TZVPD).

- Energy above the lowest of the compared OMol25 structures with the same formula, charge and spin: 0.408 eV

Geometry as ORCA input:
```
! RIJCOSX wB97M-V def2-TZVPD def2/J DEFGRID3
* xyz 0 1
Tl -17.6229 11.9331 2.3338
C -20.0321 8.0802 7.0334
C -19.8708 6.6463 6.7521
C -19.2987 6.1911 5.3958
O -19.4611 5.0467 5.0299
C -18.7062 7.2718 4.6106
C -18.7733 8.6484 4.9406
C -19.4562 9.0811 6.2097
O -19.5769 10.2572 6.6074
O -18.1919 9.4518 4.1943
O -20.2334 5.8593 7.5961
H -20.4132 8.4898 7.9601
H -18.1562 6.9741 3.7224
C -14.2946 10.6412 -1.1967
F -13.6475 11.4186 -0.3586
F -14.2835 11.1488 -2.4440
F -13.6694 9.4687 -1.2997
S -16.1058 10.4538 -0.6705
O -16.5938 11.8175 -0.6253
O -16.7741 9.6082 -1.6421
N -16.0721 9.9103 0.9330
S -16.1105 8.3122 0.8956
O -17.3909 7.7902 1.3882
O -15.4599 7.6548 -0.2166
C -14.8721 8.0015 2.3120
F -14.5069 6.7359 2.3186
F -13.7533 8.6996 2.0855
F -15.3945 8.3624 3.4997
C -15.2239 7.3326 -4.3187
C -14.0030 8.2297 -4.5214
O -13.2245 7.8460 -5.6230
O -14.8788 6.0720 -3.7705
H -15.6066 7.1715 -5.3317
H -15.9067 7.8231 -3.6267
H -13.5149 8.2414 -3.5414
H -14.3680 9.2521 -4.6372
H -13.0727 6.8979 -5.6459
H -14.5628 5.4590 -4.4375
C -16.6261 4.3326 1.1961
C -17.5424 3.5907 2.1293
O -17.3672 3.8602 3.5284
O -15.3634 3.7071 1.0547
H -16.5623 5.3742 1.5237
H -17.1442 4.4239 0.2361
H -17.3809 2.5164 1.9995
H -18.5751 3.7344 1.8012
H -18.2232 4.1768 3.8389
H -14.7495 4.2872 0.5723
C -14.0532 14.0252 -4.2256
C -13.1508 14.9570 -5.0600
O -12.3411 15.7734 -4.2431
O -15.2680 14.7022 -3.8324
H -13.4534 13.5875 -3.4290
H -14.4137 13.2090 -4.8594
H -13.7637 15.7285 -5.5320
H -12.6487 14.3491 -5.8171
H -11.6658 15.2110 -3.8472
H -15.6153 15.0892 -4.6421
C -20.4049 11.3438 -0.3451
C -19.8638 9.9398 -0.1320
O -19.3665 9.8293 1.1993
O -19.4941 12.3745 0.0783
H -21.3816 11.4042 0.1415
H -20.5999 11.4764 -1.4129
H -19.0844 9.7385 -0.8691
H -20.7114 9.2548 -0.2056
H -19.1814 8.8876 1.3074
H -19.9457 13.2209 0.0310
C -14.1006 11.9158 4.1014
C -13.9496 12.1029 2.6253
O -14.8557 13.0337 2.0279
O -15.3213 11.2553 4.3756
H -14.0453 12.8667 4.6423
H -13.1981 11.3840 4.4234
H -14.0373 11.1891 2.0377
H -12.9430 12.4469 2.3653
H -14.4212 13.8722 1.8626
H -15.2332 10.8976 5.2644
C -11.4170 5.6938 -1.5236
C -12.8892 5.8852 -1.1630
O -13.2354 5.0142 -0.0545
O -10.5459 5.8077 -0.4241
H -11.1499 6.4976 -2.2146
H -11.2613 4.7143 -1.9812
H -13.5497 5.6505 -1.9940
H -13.0218 6.9085 -0.8046
H -12.6748 5.2385 0.7177
H -10.4339 4.8976 -0.1271
C -11.8574 6.4051 3.4415
C -11.3580 7.7499 2.9254
O -10.1511 7.6030 2.2491
O -12.2339 5.4773 2.4157
H -12.7122 6.5830 4.0997
H -11.0465 5.9917 4.0448
H -11.0883 8.3315 3.8114
H -12.1259 8.2747 2.3467
H -10.2902 6.9621 1.5416
H -13.0065 4.9740 2.6935
C -9.9825 10.1317 0.0482
C -10.1107 11.5735 -0.5114
O -8.9469 12.1486 -1.0492
O -9.9015 9.1547 -0.9513
H -10.8680 9.9866 0.6798
H -9.1469 10.0377 0.7417
H -10.4710 12.1293 0.3574
H -10.9223 11.6235 -1.2439
H -8.6537 11.7118 -1.8524
H -10.7216 9.0646 -1.4475
C -21.6101 6.0903 0.2835
C -20.4742 6.1486 1.3141
O -20.5993 7.2679 2.1602
O -22.8919 5.8644 0.8266
H -21.2541 5.3902 -0.4778
H -21.6910 7.0766 -0.1879
H -19.5475 6.1599 0.7324
H -20.5156 5.2460 1.9322
H -20.0430 7.1396 2.9344
H -23.5127 5.9457 0.0982
C -18.1575 15.5961 0.9274
C -18.9836 15.5704 2.2068
O -19.5187 14.2919 2.4428
O -17.1710 14.5537 0.8582
H -17.7284 16.5768 0.7097
H -18.8297 15.4232 0.0783
H -19.8076 16.2475 1.9655
H -18.3818 15.8941 3.0594
H -20.3790 14.4221 2.8496
H -16.7261 14.6760 0.0134
C -11.8457 11.2877 -5.0272
C -10.6843 10.7782 -4.1888
O -11.1904 9.6110 -3.4653
O -12.1026 10.5242 -6.2027
H -11.7316 12.3399 -5.2960
H -12.7595 11.2877 -4.4267
H -10.3992 11.4657 -3.3936
H -9.8657 10.3583 -4.7717
H -10.8626 8.8521 -3.9554
H -12.3600 9.6450 -5.8858
C -18.5406 13.8485 -3.2779
C -19.9750 13.6147 -3.7378
O -20.2688 14.4647 -4.8331
O -17.6319 13.3913 -4.2445
H -18.2912 13.3590 -2.3270
H -18.4098 14.9016 -2.9959
H -20.7015 13.9419 -2.9915
H -20.1332 12.5504 -3.9265
H -19.9941 14.0480 -5.6546
H -16.7627 13.3842 -3.8240
C -18.1711 6.0267 -2.0884
C -17.9348 4.5255 -2.0400
O -18.5384 3.9879 -0.8778
O -19.5842 6.2420 -2.3901
H -17.5632 6.4161 -2.9077
H -18.0567 6.5829 -1.1605
H -16.8465 4.4388 -2.0458
H -18.2899 4.0821 -2.9733
H -19.4809 4.1120 -1.0380
H -19.6093 7.1301 -2.7580
*
```


Computed values of gap between HOMO and LUMO (unit: eV) for the preceding records, in sequence: 10.5, 5.6, 3.6.